12
Properties=species:S:1:pos:R:3 method="wB97M-V/def2-TZVPD" homo_lumo_gap_ev=10.59 e_tot_ev=-9458.83215 total_charge=0
C 1.5280 1.0800 0.1931
C 0.6316 -0.0937 -0.3540
C -0.8755 0.1949 -0.1803
H 2.5098 1.2095 -0.7581
H 0.9105 2.0654 0.4797
H 2.1359 0.8539 1.3128
H 0.7638 -0.3424 -1.3825
H -0.8335 -1.6971 0.8485
H -2.2804 -0.4764 0.9532
N -1.5231 -1.0436 -0.0141
O -1.4062 1.2804 -0.0108
F 1.2223 -1.2931 0.0865

16
Properties=species:S:1:pos:R:3 method="wB97M-V/def2-TZVPD" homo_lumo_gap_ev=9.79 e_tot_ev=-6261.78584 total_charge=+1
C 1.8394 0.6005 -0.6804
N 1.6653 -0.4605 0.3070
H 1.1032 0.4198 -1.5636
H 2.9223 0.6372 -0.9973
H 1.5063 1.6226 -0.1830
H 0.6993 -0.8514 0.2444
H 2.4288 -1.0756 0.1623
H 1.7993 -0.2219 1.3071
C -2.1218 1.0541 0.4434
C -1.9146 -0.1225 -0.2094
N -0.9467 -1.1448 0.2296
H -1.5197 1.3817 1.2153
H -2.7472 1.8936 0.1871
H -2.3343 -0.4189 -1.2150
H -1.1819 -1.4381 1.1732
H -1.1975 -1.8758 -0.4208